# 1
Molecular formula: C7H14OSi
Method: DFT, the ωB97M-V functional and the def2-TZVPD basis

CARTESIAN COORDINATES (ANGSTROEM)
C 3.527 1.836 -1.236
C 2.505 1.217 -1.394
C 1.466 -0.955 -1.988
C -0.929 0.774 2.591
C -1.132 -1.932 1.083
C -2.190 0.647 -0.242
C 1.347 0.469 -1.590
O 0.678 0.286 0.406
Si -0.799 -0.059 0.866
H 4.409 2.391 -1.105
H 0.524 -1.472 -1.836
H 2.252 -1.447 -1.421
H 1.725 -1.000 -3.050
H -1.789 0.397 3.131
H -0.040 0.561 3.170
H -1.015 1.850 2.491
H -2.136 -2.222 0.790
H -0.435 -2.525 0.496
H -1.000 -2.225 2.120
H -3.156 0.619 0.252
H -1.988 1.684 -0.496
H -2.283 0.093 -1.171
H 0.457 1.011 -1.866

As for the spin multiplicity: 1. As for the net charge: 0. For the total energy, the calculation gives -639.76409 hartree. The calculation puts the largest force on an atom at 4.4 eV/A.

Here are the natural (NBO) charges for atoms 1 to 6, given in e: C -0.0853; C -0.0971; C -0.6555; C -1.1001; C -1.1324; C -1.1319

=====

# 2
Molecular formula: C7H14PPdS
Method: DFT, the ωB97M-V functional and the def2-TZVPD basis

CARTESIAN COORDINATES (ANGSTROEM)
C 0.423 -2.365 -0.324
C 1.507 -2.497 -1.242
C 1.099 -1.897 -2.471
C -0.284 -1.560 -2.388
C -0.683 -1.757 -1.027
Pd -1.213 0.296 1.384
P -0.029 -0.130 3.309
H 0.429 -2.661 0.720
H 2.463 -2.965 -1.008
H 1.704 -1.781 -3.372
H -1.656 -1.487 -0.601
H -0.944 -1.162 -3.146
H 1.024 0.754 3.726
H 0.685 -1.370 3.278
H -0.793 -0.252 4.511
C -0.672 1.771 -1.402
S 0.277 1.421 0.081
C -0.157 2.836 1.105
H -0.538 0.927 -2.082
H -0.223 2.667 -1.836
H -1.729 1.925 -1.170
H 0.777 3.337 1.372
H -0.830 3.515 0.566
H -0.637 2.433 2.016

As for the spin multiplicity: 3. As for the net charge: -1. For the total energy, the calculation gives -1142.39422 hartree. The calculation puts the largest force on an atom at 1.9 eV/A.

Here are the natural (NBO) charges for atoms 1 to 6, given in e: C -0.3662; C -0.3644; C -0.3564; C -0.3862; C -0.3959; Pd -0.2005

=====

# 3
Molecular formula: C7H14Si
Method: DFT, the ωB97M-V functional and the def2-TZVPD basis

CARTESIAN COORDINATES (ANGSTROEM)
C 1.470 0.864 -1.426
C 0.461 1.694 -1.137
C 0.292 2.317 0.269
C -0.556 1.354 1.211
C 0.098 0.016 1.130
C -0.325 -0.965 0.366
C -1.668 -0.899 -0.401
Si 0.495 -2.680 0.469
H 1.610 0.283 -2.321
H 2.325 0.846 -0.779
H -0.324 1.922 -1.926
H -0.277 3.342 0.105
H 1.194 2.464 0.782
H -0.710 1.698 2.284
H -1.632 1.524 0.925
H 0.853 -0.190 1.840
H -1.566 -1.433 -1.369
H -1.712 0.136 -0.436
H -2.540 -1.066 0.167
H -0.611 -3.600 0.436
H 1.171 -2.773 1.780
H 1.487 -2.650 -0.523

As for the spin multiplicity: 1. As for the net charge: 0. For the total energy, the calculation gives -564.48298 hartree. The SMILES is C=CCC/C=C(\C)[SiH3]. The calculation puts the largest force on an atom at 3.4 eV/A.

Here are the natural (NBO) charges for atoms 1 to 6, given in e: C -0.3895; C -0.1916; C -0.4266; C -0.4576; C -0.2082; C -0.3358

=====

# 4
Molecular formula: C7H15AlF3IN2O2P
Method: DFT, the ωB97M-V functional and the def2-TZVPD basis

CARTESIAN COORDINATES (ANGSTROEM)
C -0.176 -0.885 -2.174
C 0.416 0.427 -1.675
N -0.358 0.997 -0.558
C 0.439 2.040 0.138
C 1.407 1.455 1.167
Al 0.880 -0.233 2.099
I 1.571 0.083 4.594
P 2.102 -2.192 1.417
N 2.439 -1.808 -0.291
O 0.906 -3.328 1.153
C -1.129 -0.683 2.152
F -1.991 0.386 2.141
F -1.559 -1.464 1.097
F -1.488 -1.396 3.255
C -1.573 1.569 -1.070
C -2.828 0.759 -0.856
O -1.596 2.629 -1.639
H -0.497 -1.479 -1.314
H -1.049 -0.715 -2.813
H 0.567 -1.458 -2.732
H 1.427 0.253 -1.305
H 0.476 1.164 -2.494
H 0.977 2.643 -0.611
H -0.265 2.719 0.624
H 1.575 2.218 1.935
H 2.391 1.289 0.702
H 2.939 -2.614 -0.666
H 3.140 -1.064 -0.275
H 0.290 -3.050 0.461
H -3.164 0.378 -1.825
H -3.606 1.424 -0.472
H -2.665 -0.065 -0.165

As for the spin multiplicity: 1. As for the net charge: -1. For the total energy, the calculation gives -1716.99236 hartree. The calculation puts the largest force on an atom at 0.6 eV/A.

Here are the natural (NBO) charges for atoms 1 to 6, given in e: C -0.6181; C -0.2188; N -0.5337; C -0.2072; C -1.0254; Al 1.0815

=====

# 5
Molecular formula: C7H15BrO3S
Method: DFT, the ωB97M-V functional and the def2-TZVPD basis

CARTESIAN COORDINATES (ANGSTROEM)
O 3.109 1.124 4.765
C 2.213 1.349 3.931
O 0.905 0.872 4.195
S -0.292 1.717 3.335
O 2.577 2.103 2.754
Br 2.822 3.823 3.418
H -0.600 2.926 3.979
C 1.559 0.451 -0.791
C 0.456 -0.351 -0.115
C 0.064 -1.613 -0.888
C -0.513 -1.370 -2.284
C -1.751 -0.475 -2.334
C -2.942 -1.055 -1.582
H 1.250 0.815 -1.774
H 1.820 1.321 -0.184
H 2.460 -0.156 -0.916
H -0.419 0.288 0.043
H 0.802 -0.647 0.881
H -0.656 -2.179 -0.288
H 0.946 -2.257 -0.983
H -0.758 -2.342 -2.729
H 0.261 -0.935 -2.927
H -2.036 -0.335 -3.382
H -1.520 0.521 -1.943
H -3.219 -2.032 -1.987
H -3.807 -0.393 -1.677
H -2.730 -1.171 -0.517

As for the spin multiplicity: 1. As for the net charge: 0. For the total energy, the calculation gives -3473.52488 hartree. The calculation puts the largest force on an atom at 4.8 eV/A.

Here are the natural (NBO) charges for atoms 1 to 6, given in e: O -0.5285; C 0.9497; O -0.6079; S 0.2928; O -0.5828; Br 0.3610

=====

# 6
Molecular formula: C7H15BrSi
Method: DFT, the ωB97M-V functional and the def2-TZVPD basis

CARTESIAN COORDINATES (ANGSTROEM)
C -1.515 -0.330 -0.871
Si -1.067 1.193 -1.534
C -1.847 2.376 -2.856
C 0.313 2.064 -0.613
H -0.894 -0.546 0.043
H -2.468 -0.810 -0.802
H -1.991 3.382 -2.478
H -1.205 2.476 -3.770
H -2.867 2.136 -3.125
H -0.137 3.114 -0.274
H 0.629 1.485 0.236
H 1.289 2.450 -1.045
C 2.384 -0.496 -1.333
C 1.875 -1.166 -0.048
C 1.215 -2.438 -0.369
C 2.171 -0.660 1.139
Br 3.290 0.791 1.108
H 1.742 0.368 -1.650
H 3.405 -0.061 -1.381
H 2.255 -1.190 -2.079
H 1.023 -3.059 0.518
H 0.274 -2.266 -0.823
H 1.815 -2.892 -1.246
H 2.038 -1.061 2.169

As for the spin multiplicity: 1. As for the net charge: 0. For the total energy, the calculation gives -3139.10593 hartree. The SMILES is C=[Si](C)C.CC(C)=CBr. The calculation puts the largest force on an atom at 3.2 eV/A.

Here are the natural (NBO) charges for atoms 1 to 6, given in e: C -1.2306; Si 1.5334; C -1.1080; C -1.1733; H 0.2348; H 0.2328